A molecular structure, C41H35BiClI2N6O4. Source: the OMol25 dataset; level of theory: wB97M-V/def2-TZVPD.

CARTESIAN COORDINATES (ANGSTROEM)
Bi 0.153 1.052 0.793
C 0.645 -0.887 -1.934
N -0.485 0.031 -1.682
C -0.388 1.160 -2.649
C -1.224 2.360 -2.314
C -1.781 3.053 -3.380
C -2.574 4.115 -2.995
C -2.733 4.451 -1.620
C -1.991 3.786 -0.699
N -1.175 2.772 -1.053
C -1.786 -0.715 -1.800
C -2.908 0.149 -2.348
C -3.172 0.238 -3.708
C -4.215 1.042 -4.148
C -5.019 1.678 -3.138
C -4.736 1.364 -1.821
N -3.730 0.582 -1.402
C 0.985 -1.767 -0.773
C 1.027 -3.160 -0.834
C 1.512 -3.884 0.283
C 1.928 -3.195 1.401
C 1.917 -1.770 1.385
N 1.454 -1.086 0.318
H 1.492 -0.199 -2.116
H 0.438 -1.507 -2.809
H -0.604 0.751 -3.631
H 0.659 1.486 -2.668
H -1.708 2.781 -4.386
H -3.016 4.606 -3.872
H -3.325 5.269 -1.359
H -1.966 3.994 0.388
H -1.986 -1.023 -0.815
H -1.601 -1.628 -2.434
H -2.430 -0.226 -4.477
H -4.450 1.102 -5.214
H -5.874 2.227 -3.426
H -5.362 1.826 -1.100
H 0.727 -3.699 -1.660
H 1.593 -4.952 0.278
H 2.429 -3.702 2.221
H 2.333 -1.216 2.209
I -3.080 -3.181 0.718
C -1.805 -2.561 2.206
C -1.798 -3.371 3.337
C -1.095 -2.988 4.425
I -0.965 -4.172 6.087
C -0.332 -1.764 4.360
C 0.545 -1.387 5.435
C 1.458 -0.348 5.201
C 1.317 0.408 4.012
N 0.413 0.145 3.095
C -0.354 -0.980 3.219
C -1.157 -1.353 2.097
O -1.220 -0.610 1.014
H -2.194 -4.394 3.311
H 0.614 -1.937 6.370
H 2.233 -0.036 5.874
H 1.967 1.263 3.766
C 4.909 0.930 -3.795
C 4.765 -0.112 -2.708
C 4.779 -1.492 -2.988
C 4.725 -2.487 -2.029
Cl 4.801 -4.159 -2.466
C 4.849 -2.062 -0.682
C 4.817 -0.729 -0.340
C 4.770 0.205 -1.341
O 4.738 1.537 -1.060
C 4.283 1.972 0.183
C 2.809 1.614 0.289
O 2.050 1.566 -0.721
O 2.390 1.459 1.489
H 5.943 1.279 -4.012
H 4.310 1.745 -3.618
H 4.615 0.498 -4.746
H 4.771 -1.875 -4.026
H 4.735 -2.806 0.094
H 4.889 -0.426 0.696
H 4.331 3.029 0.136
H 4.850 1.617 1.036
C -4.257 0.197 3.681
C -3.215 0.652 4.465
C -2.210 1.426 3.873
N -2.182 1.689 2.560
C -3.121 1.132 1.815
C -4.194 0.449 2.314
H -5.030 -0.439 4.016
H -3.063 0.480 5.600
H -1.397 1.912 4.381
H -3.152 1.196 0.773
H -4.909 0.007 1.594

Summary:
Charge: +1
Energy relative to the best compared isomer or geometry (same formula, charge and spin) in kJ/mol: 154.2

Mulliken population analysis, charges in e, atoms 1 to 8: 1.37 -1.48 1.21 -1.44 0.26 -1.09 -0.50 -1.18



2 unconnected molecules or ions with the total composition C2H5FS. Source: the OMol25 dataset; level of theory: wB97M-V/def2-TZVPD.

CARTESIAN COORDINATES (ANGSTROEM)
C 1.005 0.020 0.038
C -0.352 -0.155 -0.488
F -1.590 1.930 0.162
S -1.570 -1.135 0.124
H 1.016 1.094 0.356
H 1.814 0.041 -0.833
H 1.154 -0.640 0.773
H -0.478 0.345 -1.488
H -0.998 -1.500 1.356

Summary:
Energy relative to the best compared isomer or geometry (same formula, charge and spin) in kJ/mol: 300.0

Mulliken population analysis, charges in e, atoms 1 to 8: -0.97 0.27 -0.72 0.00 0.33 0.27 0.39 0.27



A single CH4N2O2 molecule. Source: the OMol25 dataset; level of theory: wB97M-V/def2-TZVPD.

CARTESIAN COORDINATES (ANGSTROEM)
C -0.003 -0.752 0.037
H -0.992 1.302 1.783
H -1.728 -0.774 1.313
H 0.073 -1.941 0.024
H 1.858 -1.084 -1.028
N -0.830 -0.323 1.017
N 0.445 0.217 -0.659
O -1.234 0.985 0.792
O 1.672 -0.017 -1.394

Summary:
SMILES: O/N=C/NO
Energy relative to the best compared isomer or geometry (same formula, charge and spin) in kJ/mol: 506.0

Mulliken population analysis, charges in e, atoms 1 to 8: -0.01 0.38 0.27 0.22 0.34 -0.19 -0.24 -0.39



7 unconnected molecules or ions with the total composition C24H51N3O16P4. Source: the OMol25 dataset; level of theory: wB97M-V/def2-TZVPD.

CARTESIAN COORDINATES (ANGSTROEM)
N -1.395 -0.593 4.124
C -0.529 -1.538 3.633
C -0.323 -2.467 4.609
C -1.102 -2.106 5.728
C -1.757 -0.964 5.423
H -1.856 0.058 3.513
H -0.124 -1.548 2.634
H 0.431 -3.241 4.431
H -1.242 -2.562 6.728
H -2.442 -0.357 5.995
N 7.554 1.713 3.022
C 6.709 2.444 2.204
C 5.481 2.446 2.810
C 5.557 1.653 3.965
C 6.847 1.283 4.076
H 8.536 1.578 2.879
H 7.123 2.898 1.304
H 4.625 2.920 2.434
H 4.754 1.330 4.638
H 7.284 0.776 4.930
N 2.062 1.383 0.646
C 2.204 2.347 -0.362
C 1.612 3.506 0.122
C 1.071 3.247 1.401
C 1.358 1.889 1.633
H 2.262 0.388 0.464
H 2.850 2.230 -1.175
H 1.388 4.466 -0.385
H 0.647 3.941 2.119
H 1.111 1.241 2.441
C -1.017 -0.228 0.111
O -2.189 -1.077 0.678
P -3.410 -0.206 1.276
O -3.027 0.757 2.308
O -4.039 0.475 0.001
C -4.462 -0.416 -1.055
O -4.440 -1.262 1.743
C -4.280 -1.973 2.993
H -1.467 0.219 -0.745
H -0.224 -0.902 -0.169
H -0.685 0.459 0.945
H -4.497 0.077 -1.985
H -5.505 -0.728 -0.857
H -3.838 -1.269 -1.039
H -4.416 -1.271 3.835
H -3.287 -2.419 3.055
H -5.117 -2.708 3.033
C 3.020 -3.950 -2.092
O 3.005 -2.672 -1.352
P 2.869 -2.471 0.175
O 1.906 -1.364 0.490
O 2.624 -3.837 0.888
C 1.339 -3.987 1.413
O 4.375 -2.189 0.559
C 4.512 -1.766 1.969
H 2.919 -3.767 -3.187
H 2.271 -4.585 -1.720
H 4.030 -4.314 -1.967
H 1.493 -5.012 1.847
H 0.539 -3.948 0.624
H 1.106 -3.275 2.185
H 3.914 -0.919 2.241
H 5.538 -1.466 1.997
H 4.338 -2.608 2.659
C -5.874 3.698 -3.167
O -4.556 4.054 -2.677
P -3.203 3.255 -3.207
O -3.181 1.783 -3.166
O -3.040 3.943 -4.584
C -2.861 5.332 -4.626
O -2.086 4.001 -2.360
C -1.530 3.457 -1.184
H -6.025 2.609 -3.118
H -6.106 3.981 -4.221
H -6.624 4.178 -2.523
H -2.966 5.584 -5.713
H -1.906 5.645 -4.224
H -3.657 5.795 -4.021
H -2.288 3.424 -0.384
H -0.658 4.025 -0.983
H -1.256 2.438 -1.290
C 1.327 -0.460 -3.056
O 1.249 -1.670 -3.833
P -0.094 -2.472 -3.672
O -0.394 -3.386 -4.769
O -1.218 -1.425 -3.457
C -1.605 -0.799 -4.748
O 0.103 -3.119 -2.205
C -1.052 -3.755 -1.588
H 1.405 -0.628 -2.003
H 0.411 0.125 -3.088
H 2.159 0.073 -3.518
H -2.195 0.078 -4.513
H -2.186 -1.498 -5.370
H -0.807 -0.469 -5.377
H -1.157 -3.226 -0.565
H -0.796 -4.771 -1.420
H -1.926 -3.564 -2.210

Summary:
SMILES: COP(=O)(OC)OC.COP(=O)(OC)OC.COP(=O)(OC)OC.COP(=O)(OC)OC.c1cc[nH]c1.c1cc[nH]c1.c1cc[nH]c1
E in eV: -100108.48850

Mulliken population analysis, charges in e, atoms 1 to 8: 0.25 -0.20 -0.26 -0.76 -0.62 0.36 0.13 0.41